The following is a DFT calculation (wB97M-V/def2-TZVPD) of a structure of composition C13H14N2Ti at a distorted geometry.

Geometry (Å):
H (-0.9782, -0.7085, -2.9394)
C (1.5912, 1.1724, 3.6394)
H (-2.1316, -1.5078, 1.1431)
H (2.1891, 3.0420, -1.2010)
H (-0.3238, 0.1761, 3.3664)
H (3.5277, 2.2860, 1.0412)
H (2.0861, -1.1227, -1.3625)
Ti (1.2191, 0.7062, -1.0879)
N (-0.4305, -0.2009, -0.4443)
C (2.6559, 1.7631, 2.9526)
C (-1.6013, -1.2942, -2.2490)
C (-2.2428, -1.7208, 0.0761)
C (2.7299, 1.7625, 1.5553)
H (2.1065, -0.9099, -2.0935)
H (3.4358, 2.2526, 3.5278)
C (1.7794, 1.0930, 0.7812)
N (-0.4997, 0.1389, 0.8441)
H (1.5587, 1.1601, 4.7329)
H (-4.0275, -3.6959, -2.0889)
C (-2.5317, -2.2636, -2.6476)
C (-1.4459, -1.0583, -0.8749)
C (0.5604, 0.6142, 2.8954)
H (1.2669, 2.6227, -2.6166)
H (-3.7759, -3.2109, 0.3322)
C (-3.1643, -2.6747, -0.3749)
C (0.6274, 0.5894, 1.4745)
H (0.5783, 3.6507, -1.4067)
H (-2.6250, -2.4516, -3.7088)
C (-3.3166, -2.9567, -1.7310)
C (1.1826, 2.7467, -1.5350)

Values from the calculation:
total charge: +2
energy above the lowest of the compared OMol25 structures with the same formula, charge and spin: 0.0 kJ/mol
highest occupied orbital energy (spin up / spin down): -15.69 / -15.57 eV
LUMO energy (spin up / spin down): -10.1 / -10.2 eV
Kohn-Sham gap (spin up / spin down): 5.60 / 5.35 eV

The following is a DFT calculation (wB97M-V/def2-TZVPD) of a cluster of 2 separate species, C13H14NP in total at a distorted geometry.

Geometry (Å):
H (-0.7567, 1.0437, 3.7985)
C (-0.7963, 0.5389, 1.7435)
H (-1.8132, -2.2809, -3.0460)
C (-0.3034, 1.3522, 2.9110)
H (-4.8162, 0.5123, -2.0416)
C (-3.3746, -0.8655, -2.7007)
H (-0.5713, 2.4724, 2.6773)
H (-3.1183, 1.8273, -0.5677)
C (2.7881, 0.1877, -0.8646)
C (-2.0757, -1.3205, -2.5734)
H (4.9455, -0.0273, -0.8624)
H (-1.8845, 0.3169, 1.7333)
H (-4.0997, -1.3377, -3.2603)
H (3.1418, -1.4046, 2.6528)
C (4.0151, -0.2746, -0.4268)
C (-1.2486, -0.6787, -1.6453)
C (-1.6557, 0.4711, -0.9806)
H (0.7670, 1.1356, 3.1350)
H (-0.1871, -1.0774, -1.5633)
C (3.0181, -1.0505, 1.6574)
H (2.7267, 0.8507, -1.7733)
C (-3.8004, 0.2041, -1.9735)
P (-0.5961, 1.4732, 0.1113)
C (1.8270, 0.0458, 0.0881)
C (-2.9504, 0.9232, -1.1509)
C (4.1260, -0.9349, 0.7807)
N (1.8099, -0.6627, 1.1481)
H (-0.2452, -0.4108, 1.7424)
H (5.1278, -1.0289, 1.2513)

Values from the calculation:
total charge: 0
energy above the lowest of the compared OMol25 structures with the same formula, charge and spin: 204.9 kJ/mol
highest occupied orbital energy (spin up / spin down): -7.80 / -7.63 eV
LUMO energy (spin up / spin down): 0.0 / 0.0 eV
Kohn-Sham gap (spin up / spin down): 7.75 / 7.67 eV

The following is a DFT calculation (wB97M-V/def2-TZVPD) of a structure of composition C13H15BrCl28O3P2 at a distorted geometry.

Geometry (Å):
H (-2.0015, -0.4702, -1.0884)
Cl (4.2857, 5.3992, -2.8810)
Cl (9.4186, -1.8544, -2.2550)
C (4.3243, -2.7870, 0.5951)
Cl (-6.8904, -5.8312, -0.1731)
H (5.0686, -1.9842, 0.7945)
Cl (6.9340, -3.3392, -2.1842)
Cl (3.3889, 4.1274, 3.2688)
Cl (0.9989, 4.6285, 1.7152)
C (0.3062, 1.2456, -1.4992)
C (-6.1650, -8.6670, -2.9473)
C (-0.1115, 2.0951, -0.2614)
Cl (-6.4633, 3.7185, 1.8286)
P (-2.5523, -2.2812, 0.4533)
C (2.8518, 8.5903, 3.3705)
H (2.2806, -2.9996, 1.2752)
O (1.4120, 0.3652, -1.2432)
Cl (-7.6508, -8.3866, -3.8709)
Cl (-6.5683, -9.4224, -1.3951)
Cl (1.5205, 1.9771, 2.7601)
Cl (2.2746, 7.0822, 4.0978)
Cl (1.7536, 4.2768, -3.7079)
Cl (-7.5406, -3.5482, 1.4908)
Cl (-6.7153, 0.9794, 2.7297)
H (-2.4563, -1.9534, -1.9530)
H (4.5259, -3.1463, -0.4424)
Cl (2.0858, 5.2928, -1.0033)
H (-1.0478, 2.6416, -0.5281)
Cl (7.0447, -0.6473, -1.1257)
C (-6.7080, -4.0750, 0.0165)
Cl (2.8266, 9.8824, 4.5836)
Cl (-4.9775, -3.6546, 0.1335)
Cl (-7.4185, -3.2552, -1.3870)
O (0.5036, -0.8269, 0.9100)
C (-1.8266, -1.5613, -1.1198)
Cl (-4.2416, 2.4216, 3.1530)
O (2.3133, -2.0281, -0.5645)
H (-1.6706, -3.2730, 0.9831)
H (2.9484, -1.2973, 1.3503)
Cl (1.9888, 7.1185, -3.2476)
H (-0.3288, 1.4832, 0.6320)
Cl (-5.0087, 1.6099, 0.4822)
P (0.9460, -1.0526, -0.5212)
H (0.6674, 1.9687, -2.2556)
H (-0.1330, -1.9402, -2.5446)
H (4.5410, -3.5802, 1.3397)
H (-0.5743, 0.7507, -1.9598)
Cl (0.7943, 4.1225, 4.5598)
C (2.5267, 5.5183, -2.7084)
C (1.6762, 3.7122, 3.0768)
H (0.6288, 2.8884, -0.0085)
C (-0.3524, -1.9863, -1.4533)
Cl (4.5084, 8.3641, 2.7816)
Br (-2.6099, -0.5138, 1.8916)
Cl (-5.3526, -7.1211, -2.6539)
C (2.8614, -2.2174, 0.7504)
H (-0.2559, -3.0618, -1.1833)
C (-5.6072, 2.1820, 2.0483)
C (7.9426, -2.1624, -1.3238)
Cl (8.3727, -2.8096, 0.2690)
Cl (1.7987, 9.0309, 2.0145)
Cl (-5.0913, -9.7383, -3.8648)

Values from the calculation:
total charge: 0
highest occupied orbital energy: -8.62 eV
LUMO energy: 0.0 eV
Kohn-Sham gap: 8.63 eV

The following is a DFT calculation (wB97M-V/def2-TZVPD) of the molecule C13H15Cl2NO3.

Geometry (Å):
C (-3.2182, -1.3995, 0.9891)
C (3.3783, -1.2498, -0.0188)
Cl (4.3185, -2.5974, 0.4850)
H (0.8008, -0.4318, -2.0233)
C (-1.5348, 1.0928, -0.0598)
Cl (3.3846, 2.6395, 0.7128)
H (-2.6976, -0.9644, -1.6905)
O (0.3995, -0.9880, 1.9532)
H (-2.5276, -2.6863, -1.3521)
H (-3.0700, -1.1513, 2.0371)
C (2.9066, 1.0998, 0.0947)
N (-1.1476, -0.1904, 0.4689)
H (-1.0668, 2.7858, 1.2727)
H (1.1086, 3.3586, 0.2791)
H (2.1519, -2.3961, -1.3505)
C (-2.0594, -1.7139, -1.2277)
H (-1.0997, -1.7274, -1.7363)
C (1.8333, 0.9434, -0.7852)
O (1.0072, 1.9390, -1.2463)
H (-1.2383, -2.1974, 0.7073)
C (-0.5518, 2.0424, 0.6519)
C (-0.1372, -0.0909, 1.3665)
C (0.3825, 2.7946, -0.3121)
H (-0.2060, 3.4864, -0.9195)
H (-3.6880, -2.3770, 0.9293)
H (-3.8894, -0.6686, 0.5429)
H (-1.3930, 1.1309, -1.1453)
C (-1.8744, -1.4263, 0.2586)
C (1.6019, -0.3281, -1.3081)
C (2.3587, -1.4205, -0.9412)
C (3.6610, 0.0060, 0.4886)
H (-2.5766, 1.3307, 0.1769)
H (4.4706, 0.1417, 1.1881)
O (0.2124, 1.2135, 1.5141)

Values from the calculation:
SMILES: CC(C)N1C[C@H](COc2ccc(Cl)cc2Cl)OC1=O
total charge: 0
energy above the lowest of the compared OMol25 structures with the same formula, charge and spin: 100.1 kJ/mol
highest occupied orbital energy: -8.65 eV
LUMO energy: 0.6 eV
Kohn-Sham gap: 9.30 eV

The following is a DFT calculation (wB97M-V/def2-TZVPD) of the molecule C13H15ClN4OS at a distorted geometry.

Geometry (Å):
N (2.2057, 2.7607, 3.4932)
N (0.3104, 2.0469, 2.6584)
C (-0.8541, -1.6693, -0.3383)
C (-0.6276, 1.4272, 1.8252)
C (4.0738, -1.0676, -1.6423)
H (5.0887, -1.4231, -1.4745)
H (4.3098, -0.9340, -3.7796)
N (1.2166, 3.1780, 4.3004)
C (0.9413, -2.2632, -3.2768)
S (1.9710, -0.7647, -3.4593)
H (0.7582, -0.7166, -1.1845)
C (0.7964, -2.7005, -1.8247)
H (4.0566, 0.0092, -1.4908)
H (-2.1541, 2.8972, 2.1673)
C (-2.4810, 0.1906, 0.1729)
H (-0.8704, 2.9277, 4.2369)
H (2.2095, 1.6389, 1.7151)
H (1.7578, -3.0584, -1.4388)
C (-1.8949, 1.9805, 1.6608)
Cl (-3.6319, -0.5472, -0.8693)
C (-2.8146, 1.3639, 0.8365)
C (3.6413, -1.4030, -3.0581)
N (0.3195, -1.6110, -1.0081)
C (-0.2938, 0.2555, 1.1559)
C (1.6727, 2.0844, 2.5264)
H (-3.7952, 1.7904, 0.7000)
H (3.6259, -2.4772, -3.2357)
H (0.6774, -0.1926, 1.3045)
C (0.0944, 2.7642, 3.8046)
H (-0.0265, -1.9794, -3.6894)
H (1.3745, -3.0551, -3.8867)
C (-1.2145, -0.3709, 0.3277)
O (-1.5212, -2.6744, -0.2378)
H (3.4210, -1.5317, -0.9067)
H (0.0662, -3.5105, -1.7445)

Values from the calculation:
SMILES: CCSCCNC(=O)c1cc(-n2cnnc2)ccc1Cl
total charge: 0
energy above the lowest of the compared OMol25 structures with the same formula, charge and spin: 0.0 kJ/mol
highest occupied orbital energy: -9.20 eV
LUMO energy: 0.3 eV
Kohn-Sham gap: 9.49 eV

The following is a DFT calculation (wB97M-V/def2-TZVPD) of the molecule C13H15F3N3O8P at a distorted geometry.

Geometry (Å):
C (1.2468, 2.8399, 0.3711)
H (-2.5672, 1.0727, -0.1099)
C (-3.3044, -0.8616, 2.5816)
N (-4.4260, 1.1756, 1.8007)
F (3.4415, -1.5019, -0.0830)
N (-2.1912, -2.8974, 3.3778)
H (-0.6103, -2.4766, 1.3126)
H (0.5421, 4.4034, -0.9296)
O (2.3806, 1.6996, -2.7688)
H (0.2277, 3.1948, -4.8505)
C (1.2304, 1.7512, -3.6273)
H (1.5760, 4.9578, 0.3958)
H (1.9551, 3.5128, -4.6208)
H (1.2887, -0.7836, -2.4398)
C (1.0451, 3.1704, -4.1353)
F (3.9074, -1.0990, -2.1568)
O (-5.2617, 0.9833, 2.6495)
O (-0.8869, -0.0738, -1.7452)
F (2.6908, -2.7859, -1.6215)
H (0.8162, 3.8416, -3.3126)
C (-1.4602, -0.6677, 0.4809)
H (2.1365, 2.6152, 0.9670)
H (2.2935, 4.1150, -0.9882)
C (1.4234, 4.1699, -0.3367)
N (0.7416, -0.9628, -0.4622)
C (-3.3786, 0.1725, 1.6607)
O (1.0347, 1.7767, -0.5586)
C (2.9501, -1.5004, -1.3238)
C (1.7272, -0.6251, -1.4484)
H (0.3610, 2.8442, 1.0124)
H (1.4291, 1.0742, -4.4637)
O (3.5773, 1.3478, -0.5613)
C (-2.2919, -1.7960, 2.4288)
C (-2.4787, 0.2717, 0.6099)
O (-3.0243, -2.9528, 4.2480)
C (-0.5289, -0.5232, -0.6799)
H (1.0758, -1.1020, 0.4811)
C (-1.3668, -1.7098, 1.3959)
H (-4.0160, -0.9392, 3.3920)
P (2.3330, 1.1563, -1.2846)
O (-1.2765, -3.6709, 3.2232)
H (0.3398, 1.4147, -3.0877)
O (-4.3753, 2.1281, 1.0606)

Values from the calculation:
SMILES: CCOP(=O)(OCC)[C@H](NC(=O)c1cc([N+](=O)[O-])cc([N+](=O)[O-])c1)C(F)(F)F
total charge: 0
energy above the lowest of the compared OMol25 structures with the same formula, charge and spin: 15.9 kJ/mol
highest occupied orbital energy: -10.60 eV
LUMO energy: -1.5 eV
Kohn-Sham gap: 9.14 eV

The following is a DFT calculation (wB97M-V/def2-TZVPD) of a structure of composition C13H15F3NPdS6Sb.

Geometry (Å):
H (-3.0607, 0.0255, -2.0983)
H (-3.7513, -1.2904, -1.1205)
N (1.7069, -0.7670, 0.3337)
C (1.5796, -0.7963, 1.6903)
C (2.1127, -2.0066, 3.8642)
H (-2.3581, -1.5993, -2.1832)
C (3.1316, -2.6693, 0.2884)
C (2.2483, -1.8570, 2.3701)
Sb (-1.5071, -0.3834, 0.0729)
H (-2.3163, -2.7639, 0.9993)
H (-3.7459, 0.1801, 1.4193)
H (-1.0110, -2.1207, 2.0406)
C (2.4570, -1.6538, -0.3357)
C (-0.2973, 2.1732, -1.9389)
S (0.6242, 0.3936, 2.4341)
H (-2.9953, 1.6989, 0.8774)
H (0.9136, 3.3546, -4.3709)
C (0.7633, 2.8333, -1.2650)
S (0.2927, 4.0950, -0.1493)
C (-2.8309, -0.8714, -1.5261)
C (-2.8066, 0.7231, 1.3213)
C (-1.3454, -2.2712, 1.0167)
H (-0.6175, -2.8775, 0.4795)
S (-2.4881, 4.9860, 0.3649)
H (3.7294, -3.3654, -0.2797)
Pd (0.6569, 0.7423, -0.6324)
C (-1.4278, 4.0455, -0.4293)
C (3.0079, -2.7648, 1.6764)
C (-0.0131, 2.8225, -4.5752)
S (2.3607, 2.2656, -1.3366)
S (-1.8931, 2.8901, -1.6388)
F (2.5645, -0.9445, 4.5393)
F (0.8384, -2.2217, 4.2368)
H (3.5108, -3.5574, 2.2121)
H (-2.3323, 0.8434, 2.2913)
H (-0.8717, 3.4770, -4.4379)
H (-0.0020, 2.4554, -5.6001)
S (-0.1437, 1.3647, -3.5094)
H (2.4977, -1.5166, -1.4089)
F (2.8188, -3.0717, 4.3075)

Values from the calculation:
total charge: 0
energy above the lowest of the compared OMol25 structures with the same formula, charge and spin: 90.2 kJ/mol
highest occupied orbital energy: -7.83 eV
LUMO energy: -0.9 eV
Kohn-Sham gap: 6.90 eV